[1]
{"formula": "C14H33BIN4O6", "method": "ωB97M-V/def2-TZVPD", "symbols": ["C", "C", "O", "C", "N", "C", "N", "B", "O", "O", "C", "C", "N", "I", "C", "C", "O", "H", "H", "H", "H", "H", "H", "H", "H", "H", "H", "H", "H", "H", "H", "H", "H", "H", "H", "C", "O", "C", "C", "N", "C", "C", "O", "C", "H", "H", "H", "H", "H", "H", "H", "H", "H", "H", "H", "H", "H", "H", "H"], "xyz": [[-4.477170, 0.135373, -3.838037], [-4.070909, 1.520954, -3.324535], [-2.652179, 1.674920, -3.188085], [-1.992261, 1.908129, -4.402717], [-0.604797, 1.471826, -4.227910], [-0.132404, 1.401690, -2.947771], [-0.014728, 0.237108, -2.339029], [-0.507988, -1.073045, -2.894505], [0.127300, -1.483861, -4.027561], [-1.500945, -1.711584, -2.238069], [-1.304691, -3.084330, -1.824557], [0.066035, -3.281847, -1.199281], [0.289241, 2.501735, -2.279970], [0.377925, 4.254774, -3.371545], [-0.284237, 2.744502, -0.943704], [0.722879, 3.489592, -0.095428], [1.887160, 3.475598, -0.371397], [-5.243979, 0.225419, -4.611289], [-3.619515, -0.358422, -4.308293], [-4.848613, -0.499256, -3.034207], [-4.480707, 1.705035, -2.329752], [-4.456234, 2.309238, -3.982892], [-2.416965, 1.338382, -5.237818], [-2.022215, 2.972953, -4.667229], [-0.311247, 0.697433, -4.807068], [0.462897, 0.240984, -1.440741], [-0.241248, -2.296882, -4.400302], [-1.477871, -3.773660, -2.659702], [-2.089603, -3.283198, -1.092960], [0.024998, -4.153846, -0.537858], [0.331369, -2.426036, -0.569302], [0.858854, -3.492798, -1.922413], [-1.239897, 3.275651, -0.998924], [-0.465088, 1.791721, -0.428906], [0.353865, 4.032220, 0.788622], [4.294280, 0.529249, 4.875374], [3.845348, -0.790702, 4.640251], [2.858822, -1.254960, 5.552618], [1.528835, -1.439018, 4.857245], [0.958539, -0.157213, 4.466194], [-0.210888, -0.243181, 3.606605], [-0.045839, -0.878763, 2.231671], [0.765480, -0.118194, 1.337068], [2.168651, -0.329616, 1.455946], [5.145772, 0.700887, 4.219810], [3.524597, 1.278436, 4.655051], [4.618478, 0.660484, 5.911366], [2.763480, -0.570297, 6.400012], [3.189628, -2.223367, 5.935946], [0.835733, -1.942437, 5.537382], [1.700274, -2.108299, 4.001628], [1.671647, 0.393054, 4.005734], [-0.587166, 0.772719, 3.458803], [-0.992595, -0.793890, 4.139473], [-1.037523, -0.923808, 1.772578], [0.318761, -1.910297, 2.293016], [2.393895, -1.355991, 1.753170], [2.627680, 0.357739, 2.168397], [2.617076, -0.139003, 0.479797]], "forces_ev_per_angstrom": [[0.1, 0.2, -0.2], [-0.3, 0.1, 0.0], [0.0, -0.1, 0.0], [0.1, 0.4, -0.2], [0.5, -0.3, -0.2], [0.5, -0.2, 0.3], [0.0, -0.1, -0.3], [-0.1, 0.0, 0.0], [-0.3, 0.0, 0.1], [0.6, 0.0, 0.2], [-0.2, -0.2, 0.1], [0.0, -0.5, 0.3], [-1.5, 0.6, -0.4], [0.2, -0.1, 0.1], [0.3, -0.2, 0.4], [0.2, 0.0, 0.0], [0.2, 0.1, 0.0], [0.0, -0.1, 0.2], [-0.1, 0.0, 0.1], [0.1, 0.0, -0.1], [0.1, 0.0, -0.1], [0.1, 0.0, 0.1], [0.1, 0.0, 0.1], [-0.1, -0.1, 0.1], [-0.2, -0.2, 0.1], [-0.1, -0.1, 0.0], [0.1, 0.1, 0.0], [0.1, 0.2, 0.0], [0.1, 0.1, -0.1], [0.0, 0.1, -0.1], [0.0, 0.0, -0.1], [-0.1, 0.3, 0.0], [0.1, 0.0, -0.1], [0.0, 0.1, -0.1], [-0.2, -0.1, 0.0], [0.1, 0.0, 0.0], [-0.1, 0.1, -0.1], [0.0, -0.1, 0.1], [0.0, 0.1, -0.1], [0.1, -0.1, -0.1], [0.0, 0.1, 0.1], [-0.2, 0.0, 0.0], [0.0, -0.1, -0.2], [0.0, 0.1, -0.1], [0.0, 0.0, 0.0], [0.0, 0.0, 0.0], [0.0, 0.0, 0.0], [0.0, 0.0, 0.0], [0.0, 0.0, 0.0], [0.0, 0.0, 0.0], [0.0, -0.1, 0.0], [0.0, 0.0, 0.1], [0.0, 0.0, 0.0], [0.0, 0.0, 0.0], [0.0, 0.0, -0.1], [0.1, 0.0, 0.0], [0.0, 0.0, 0.0], [0.0, -0.1, 0.0], [0.0, 0.0, 0.0]], "homo_lumo_gap_ev": 7.3, "total_charge": 1}

=====

[2]
{"formula": "C4H15NO2S", "method": "ωB97M-V/def2-TZVPD", "symbols": ["C", "C", "C", "S", "C", "N", "H", "H", "H", "H", "H", "H", "H", "H", "H", "H", "H", "H", "H", "O", "H", "H", "O"], "xyz": [[0.793473, 2.909695, -0.258622], [0.939810, 1.585169, 0.481634], [-0.375884, 1.113468, 1.141014], [-0.756994, -0.601062, 0.867241], [-0.854334, -0.834649, -0.913772], [1.934422, 3.259795, -1.125882], [-0.059147, 2.915769, -0.903620], [0.697999, 3.699039, 0.487475], [1.264073, 0.792217, -0.181883], [1.756497, 1.712685, 1.199205], [-0.414419, 1.386480, 2.200906], [-1.184641, 1.797618, 0.838368], [-1.823652, -1.313249, -1.049410], [-0.043949, -1.444513, -1.305684], [-0.901717, 0.062678, -1.530267], [2.660237, 3.714162, -0.583928], [2.378335, 2.421815, -1.488344], [-5.544087, -1.381891, -1.940191], [-4.716080, -2.659469, -1.929371], [-5.313690, -2.144020, -2.480399], [3.714972, -5.669908, 2.259666], [2.543666, -5.360164, 3.127455], [3.305112, -5.961664, 3.088409]], "forces_ev_per_angstrom": [[1.1, 0.0, -0.1], [-0.1, 0.1, 0.3], [0.1, 1.8, -0.2], [-0.1, -0.4, 0.9], [-0.5, 0.2, -0.4], [0.3, 0.0, 0.4], [-0.9, -0.1, -0.2], [-0.3, 0.1, -0.1], [0.1, 0.0, -0.4], [-0.2, -0.2, 0.2], [0.4, -0.9, 0.2], [-0.1, -0.5, -0.7], [0.2, -0.3, -0.3], [0.0, -0.1, 0.2], [0.1, 0.3, 0.4], [0.0, 0.1, 0.0], [-0.2, 0.0, -0.1], [0.0, 0.0, 0.0], [0.0, 0.0, 0.0], [0.1, 0.0, 0.1], [0.1, -0.3, 0.3], [0.2, -0.4, 0.3], [-0.3, 0.7, -0.5]], "homo_lumo_gap_ev": 9.1, "relative_energy_kcal_mol": 21.8, "smiles": "CSCCCN.O.O", "total_charge": 0}

=====

[3]
{"formula": "C2H4N4O", "method": "ωB97M-V/def2-TZVPD", "symbols": ["N", "C", "N", "N", "C", "O", "N", "H", "H", "H", "H"], "xyz": [[-0.786934, -1.133852, -1.486589], [-0.211053, -0.320461, -0.541441], [0.374457, 0.873432, -0.830046], [0.770074, 1.474278, 0.355864], [0.431622, 0.569570, 1.227098], [0.618659, 0.753895, 2.538719], [-0.150981, -0.573488, 0.745672], [-0.363036, -1.125380, -2.403242], [-0.961502, -2.067732, -1.140343], [0.007356, 1.525750, -1.504798], [0.155692, 0.029653, 2.979598]], "forces_ev_per_angstrom": [[0.0, 0.0, 0.0], [0.1, 0.1, 0.0], [-0.3, -0.1, -0.1], [-0.2, -0.1, 0.3], [0.0, 0.2, 0.0], [0.0, -0.2, 0.0], [0.0, 0.1, -0.2], [0.0, 0.1, 0.1], [0.0, 0.2, 0.0], [0.2, -0.2, -0.3], [0.1, 0.0, 0.0]], "homo_lumo_gap_ev": 9.5, "relative_energy_kcal_mol": 7.0, "smiles": "Nc1nc(O)n[nH]1", "total_charge": 0}